Density functional theory data (the ωB97M-V functional and the def2-TZVPD basis) for a molecular structure, C27H28F5N6OPdSSeTe in a non-equilibrium geometry.

The lowest unoccupied orbital energy (spin up / spin down) comes out at -9.9 / -13.2 eV. The value obtained for the HOMO energy (spin up / spin down) is -16.2 / -16.3 eV. The net charge is +3. The value obtained for the frontier orbital gap (spin up / spin down) is 6.345 / 3.118 eV. Its multiplicity is 5.

Geometry as XYZ:
```
71
Properties=species:S:1:pos:R:3:lowdin_spin:R:1
Pd 1.041 -1.312 1.229 1.434
S 0.040 -8.305 3.555 0.339
N 1.046 -7.724 2.409 0.014
C 0.768 -6.459 2.309 0.139
C 1.519 -5.509 1.481 0.008
C 2.530 -5.900 0.598 0.017
C 3.248 -4.958 -0.086 0.022
C 2.800 -3.608 0.033 0.011
N 1.787 -3.258 0.799 0.085
C 1.171 -4.201 1.583 0.018
C 0.042 -3.822 2.396 0.107
N -0.352 -2.486 2.446 0.108
C -1.234 -2.070 3.307 0.073
C -1.960 -2.947 4.125 -0.011
C -1.731 -4.273 4.007 0.039
C -0.705 -4.677 3.140 0.038
C -0.317 -6.022 3.175 0.170
N -0.794 -7.017 4.003 0.011
H 2.655 -6.949 0.482 0.000
H 4.083 -5.101 -0.745 0.001
H 3.290 -2.870 -0.555 0.002
H -1.436 -0.999 3.375 0.004
H -2.707 -2.513 4.744 -0.001
H -2.182 -4.993 4.621 0.001
C 3.503 3.009 -4.122 0.000
C 2.746 4.186 -3.577 0.001
C 1.445 3.659 -2.970 0.006
C 1.543 2.988 -1.571 0.011
N 0.173 2.770 -1.059 0.107
C -0.314 1.430 -0.937 0.059
Se 0.539 -0.142 -1.352 0.432
N -1.557 1.479 -0.494 0.000
C -2.556 0.415 -0.182 -0.002
C -3.741 0.404 -1.095 -0.001
C -3.446 0.863 -2.547 0.002
C -2.592 -0.188 -3.318 0.007
C -1.888 2.787 -0.295 0.135
C -3.085 3.361 0.206 -0.018
C -2.981 4.737 0.406 0.167
C -1.855 5.554 0.117 0.050
C -0.729 5.029 -0.389 0.044
C -0.693 3.588 -0.547 0.126
H 4.467 3.380 -4.477 0.000
H 2.860 2.500 -4.856 0.000
H 3.768 2.281 -3.283 0.000
H 2.552 4.893 -4.364 0.000
H 3.232 4.819 -2.847 0.000
H 0.922 2.968 -3.647 0.000
H 0.794 4.483 -2.869 0.000
H 2.179 3.582 -0.918 0.003
H 1.911 1.912 -1.756 0.005
H -2.900 0.602 0.822 0.000
H -1.941 -0.491 -0.223 -0.001
H -4.384 1.181 -0.721 0.000
H -4.339 -0.521 -1.094 0.000
H -2.852 1.810 -2.449 0.000
H -4.395 1.034 -3.018 0.000
H -1.604 -0.253 -2.896 0.009
H -2.404 0.065 -4.379 0.000
H -3.059 -1.142 -3.357 0.000
H -4.028 2.829 0.306 -0.003
H -3.819 5.298 0.795 0.007
H -1.912 6.639 0.236 0.000
H 0.111 5.595 -0.603 0.001
F 2.608 -0.618 2.855 0.048
Te 2.542 1.281 2.396 0.009
F 4.024 1.541 3.316 0.001
F 3.641 1.012 1.033 0.002
F 1.459 1.559 3.874 0.002
F 2.439 3.074 1.933 0.007
O 1.014 0.728 1.485 0.156
```

Density functional theory data (the ωB97M-V functional and the def2-TZVPD basis) for C4H9N3 in the gas phase in a non-equilibrium geometry.

The lowest unoccupied orbital energy comes out at 0.9 eV. The value obtained for the HOMO energy is -8.4 eV. Its structure (SMILES) is C=C(C)/N=C/NN. The value obtained for the frontier orbital gap is 9.351 eV.

Geometry as XYZ:
```
16
Properties=species:S:1:pos:R:3:nbo_charge:R:1
C -0.278 -1.719 -1.259 -0.502
C -0.080 -0.392 -1.279 0.182
C -0.588 0.513 -2.414 -0.638
N 0.671 0.299 -0.311 -0.518
C 0.278 0.169 0.886 0.281
N 0.900 0.928 1.890 -0.470
N 0.586 0.752 3.269 -0.651
H -1.003 -2.186 -2.005 0.203
H 0.124 -2.366 -0.477 0.199
H -1.185 1.352 -2.073 0.216
H -1.153 -0.089 -3.130 0.211
H 0.318 0.858 -2.881 0.224
H -0.444 -0.575 1.247 0.161
H 1.669 1.521 1.660 0.394
H 0.511 -0.319 3.461 0.354
H -0.327 1.255 3.415 0.354
```

Density functional theory data (the ωB97M-V functional and the def2-TZVPD basis) for C4H7NO in the gas phase.

The lowest unoccupied orbital energy comes out at 1.0 eV. The value obtained for the HOMO energy is -9.2 eV. Its structure (SMILES) is O[C@H]1C[C@H]2N[C@@H]12. The value obtained for the frontier orbital gap is 10.144 eV.

Geometry as XYZ:
```
13
Properties=species:S:1:pos:R:3:nbo_charge:R:1
O 1.973 0.743 0.272 -0.700
C 0.846 0.249 -0.392 0.103
C 0.234 -1.099 0.070 -0.445
C -1.131 -0.412 -0.011 -0.088
N -1.096 0.552 1.097 -0.585
C -0.502 0.923 -0.196 -0.112
H 2.675 0.091 0.128 0.466
H 1.006 0.214 -1.482 0.158
H 0.483 -1.327 1.111 0.225
H 0.442 -1.951 -0.578 0.209
H -2.058 -0.791 -0.430 0.211
H -2.005 1.013 1.142 0.354
H -0.867 1.794 -0.731 0.206
```

Density functional theory data (the ωB97M-V functional and the def2-TZVPD basis) for C4H7NO in the gas phase in a non-equilibrium geometry.

The lowest unoccupied orbital energy comes out at 1.1 eV. The value obtained for the HOMO energy is -8.8 eV. Its structure (SMILES) is ON=C1CCC1. The value obtained for the frontier orbital gap is 9.876 eV.

Geometry as XYZ:
```
13
Properties=species:S:1:pos:R:3:nbo_charge:R:1
O -1.042 -2.050 1.079 -0.575
N -0.629 -1.661 -0.190 -0.132
C -0.104 -0.515 -0.125 0.208
C -0.007 0.485 0.979 -0.496
C 0.358 1.578 -0.028 -0.439
C 0.447 0.252 -1.267 -0.446
H -1.435 -2.911 0.904 0.477
H -0.908 0.564 1.597 0.234
H 0.827 0.232 1.654 0.232
H -0.154 1.715 -0.980 0.276
H 1.345 2.008 0.110 0.208
H -0.179 0.180 -2.193 0.227
H 1.483 0.124 -1.541 0.225
```